Version one
{
  "formula": "C2H3OPS",
  "method": "ωB97M-V/def2-TZVPD",
  "elements": ["C", "C", "O", "P", "S", "H", "H", "H"],
  "coordinates": [[0.445, 0.124, -0.242], [1.501, 0.606, -1.063], [-0.950, 0.270, -0.054], [-2.242, -0.486, 0.895], [2.215, 1.660, -2.262], [0.901, -0.550, 0.592], [2.285, -0.047, -0.793], [-2.908, 0.134, -0.039]],
  "orbital_gap_ev": [7.2, 6.7]
}

---

Version two
{
  "formula": "C2H3OPS",
  "method": "ωB97M-V/def2-TZVPD",
  "elements": ["C", "C", "O", "P", "S", "H", "H", "H"],
  "coordinates": [[-0.548, 1.183, -0.378], [-1.270, 0.337, 0.338], [1.254, 0.107, 1.394], [0.959, -1.760, -1.067], [0.437, -0.182, 0.233], [-0.631, 2.087, -0.945], [-2.270, 0.167, 0.680], [2.068, -1.938, -0.256]],
  "orbital_gap_ev": 8.4,
  "smiles": "O=S1(=P)C=C1"
}

---

Most stable: version one

---

Version one
{
  "formula": "C5H13N2",
  "method": "ωB97M-V/def2-TZVPD",
  "elements": ["C", "C", "C", "C", "C", "N", "N", "H", "H", "H", "H", "H", "H", "H", "H", "H", "H", "H", "H", "H"],
  "coordinates": [[0.052, -0.730, 2.333], [0.603, 0.331, 1.404], [0.820, -0.217, -0.064], [-0.444, -0.281, -0.859], [-0.480, 0.001, -2.140], [-1.719, 0.022, -2.949], [1.807, 0.877, 1.910], [0.817, -1.482, 2.519], [-0.237, -0.333, 3.316], [-0.894, -1.155, 1.997], [-0.094, 1.180, 1.214], [1.518, 0.453, -0.555], [1.241, -1.226, 0.018], [-1.375, -0.650, -0.439], [0.388, 0.396, -2.656], [-2.281, -0.831, -2.858], [-2.333, 0.783, -2.639], [-1.490, 0.190, -3.933], [1.847, 0.996, 2.936], [2.253, 1.677, 1.445]],
  "spin_multiplicity": 2,
  "orbital_gap_ev": [12.1, 7.3],
  "charge": 2
}

---

Version two
{
  "formula": "C5H13N2",
  "method": "ωB97M-V/def2-TZVPD",
  "elements": ["C", "N", "C", "N", "C", "C", "C", "H", "H", "H", "H", "H", "H", "H", "H", "H", "H", "H", "H", "H"],
  "coordinates": [[-0.254, -0.889, 1.218], [-1.553, -0.575, 1.871], [-0.176, -0.720, -0.401], [-0.852, 0.546, -0.701], [0.127, 1.557, -1.061], [1.551, 0.958, -0.776], [1.263, -0.559, -0.796], [0.022, -1.927, 1.392], [0.542, -0.276, 1.636], [-2.249, -1.317, 1.678], [-1.540, -0.472, 2.879], [-0.770, -1.559, -0.765], [-2.061, 0.147, 1.350], [-1.648, 0.567, -1.354], [0.025, 2.509, -0.559], [0.124, 1.703, -2.159], [2.290, 1.238, -1.514], [1.861, 1.278, 0.220], [1.417, -0.881, -1.837], [1.879, -1.327, -0.322]],
  "spin_multiplicity": 2,
  "orbital_gap_ev": [12.5, 7.4],
  "charge": 2
}

---

Most stable: version one

---

Version one
{
  "formula": "C2H7N5O",
  "method": "ωB97M-V/def2-TZVPD",
  "elements": ["C", "C", "H", "H", "H", "H", "H", "H", "H", "N", "N", "N", "N", "N", "O"],
  "coordinates": [[0.095, -1.035, 1.307], [-0.124, -0.876, -1.022], [0.561, 1.462, 1.709], [1.475, 1.191, 3.291], [-0.287, -2.019, 1.343], [-0.471, 1.224, -0.942], [0.151, -1.900, -1.058], [-1.932, 0.619, -2.711], [-0.329, 1.038, -3.340], [1.096, 0.827, 2.322], [1.007, -0.570, 2.188], [-0.334, -0.256, 0.101], [-0.436, -0.670, -2.278], [-0.788, 0.711, -2.462], [-0.351, 1.195, 0.113]],
  "orbital_gap_ev": 8.6,
  "smiles": "N/N=C\\N(O)/C=N\\N"
}

---

Version two
{
  "formula": "C2H7N5O",
  "method": "ωB97M-V/def2-TZVPD",
  "elements": ["C", "C", "H", "H", "H", "H", "H", "H", "H", "N", "N", "N", "N", "N", "O"],
  "coordinates": [[-1.499, 1.057, -0.042], [1.562, -0.323, -0.058], [-3.417, -0.274, 0.379], [-2.896, -1.579, 0.974], [-2.516, 2.134, 0.101], [1.628, 1.408, 0.809], [1.424, -2.218, -0.710], [-0.127, -1.314, 0.023], [3.483, -0.929, 0.467], [-2.687, -1.058, 0.064], [-1.391, -0.342, 0.073], [0.788, 0.795, 0.365], [0.933, -1.480, -0.384], [2.841, 0.026, 0.220], [-0.169, 1.598, -0.475]],
  "orbital_gap_ev": 8.7
}

---

Version three
{
  "formula": "C2H7N5O",
  "method": "ωB97M-V/def2-TZVPD",
  "elements": ["C", "C", "H", "H", "H", "H", "H", "H", "H", "N", "N", "N", "N", "N", "O"],
  "coordinates": [[-0.623, -0.189, -0.434], [1.835, -0.903, 0.034], [0.964, 1.648, -0.926], [-0.461, 2.735, -0.387], [-1.779, -1.814, -0.354], [-2.226, 0.121, 2.011], [0.260, -1.766, -0.852], [2.660, -1.552, -0.562], [1.644, 0.912, 0.979], [0.148, 1.966, -0.119], [-0.905, 1.009, -0.111], [-1.579, -1.018, 0.199], [0.595, -0.696, -0.747], [2.208, -0.127, 0.937], [-2.741, -0.327, 0.333]],
  "orbital_gap_ev": 6.9
}

---

Most stable: version one

---

Version one
{
  "formula": "C4H9N2S",
  "method": "ωB97M-V/def2-TZVPD",
  "elements": ["C", "C", "C", "C", "N", "N", "S", "H", "H", "H", "H", "H", "H", "H", "H", "H"],
  "coordinates": [[-0.334, -2.365, -0.024], [-0.774, 0.086, 0.616], [-1.892, 1.980, -0.231], [3.165, -0.189, -0.306], [-0.672, -1.089, 0.502], [-1.042, 1.305, 0.773], [1.895, 0.586, 0.216], [-0.688, -3.185, 0.607], [0.786, -2.343, -0.234], [-2.307, 1.289, -0.928], [-1.223, 2.661, -0.898], [-2.630, 2.660, 0.291], [-0.883, -2.492, -0.983], [3.544, -1.039, 0.130], [3.649, 0.254, -1.122], [-0.593, 1.882, 1.589]],
  "orbital_gap_ev": 8.6,
  "charge": 1
}

---

Version two
{
  "formula": "C4H9N2S",
  "method": "ωB97M-V/def2-TZVPD",
  "elements": ["C", "C", "C", "C", "N", "N", "S", "H", "H", "H", "H", "H", "H", "H", "H", "H"],
  "coordinates": [[0.791, -1.157, 1.736], [-1.124, -1.414, 0.519], [-0.195, -0.403, -0.202], [0.359, 1.681, -1.865], [-0.331, -1.836, 1.709], [1.045, -0.517, 0.566], [-0.330, -0.076, -1.931], [1.613, -1.307, 2.410], [-1.998, -0.885, 0.858], [-1.409, -2.343, -0.040], [-0.713, 1.321, 0.349], [-0.429, 2.150, -1.368], [0.718, 1.868, -2.847], [1.252, 1.659, -1.229], [-0.518, -2.463, 2.443], [1.871, 0.127, 0.277]],
  "orbital_gap_ev": [8.1, 8.1],
  "charge": 1
}

---

Most stable: version one

---

Version one
{
  "formula": "CH2NO3P",
  "method": "ωB97M-V/def2-TZVPD",
  "elements": ["C", "N", "O", "O", "O", "P", "H", "H"],
  "coordinates": [[0.725, 0.755, -1.290], [0.053, 0.427, -0.371], [-0.980, -2.175, 1.082], [-1.769, -0.047, 2.270], [0.616, -0.944, 2.628], [-0.669, -1.028, 1.910], [0.969, 1.960, -3.967], [1.056, 1.051, -2.262]],
  "orbital_gap_ev": 6.1,
  "charge": -2
}

---

Version two
{
  "formula": "CH2NO3P",
  "method": "ωB97M-V/def2-TZVPD",
  "elements": ["C", "N", "O", "O", "O", "P", "H", "H"],
  "coordinates": [[-2.239, 1.445, 0.799], [-2.724, 2.483, 0.549], [2.200, 0.112, 1.604], [-1.783, 0.367, 1.103], [1.448, -1.545, -0.117], [1.436, -0.093, 0.319], [0.741, -1.565, -2.499], [0.920, -1.204, -1.758]],
  "orbital_gap_ev": 8.0,
  "charge": -2
}

---

Version three
{
  "formula": "CH2NO3P",
  "method": "ωB97M-V/def2-TZVPD",
  "elements": ["C", "N", "O", "O", "O", "P", "H", "H"],
  "coordinates": [[0.207, -1.295, -0.468], [0.050, -2.415, -0.628], [0.734, 0.766, -1.903], [-0.887, 1.082, -0.041], [1.542, 0.644, 0.610], [0.522, 0.511, -0.458], [-1.203, -0.028, 2.055], [-0.965, 0.734, 0.833]],
  "orbital_gap_ev": 5.9,
  "charge": -2
}

---

Most stable: version two

---

Version one
{
  "formula": "C8H24O4",
  "method": "ωB97M-V/def2-TZVPD",
  "elements": ["C", "C", "O", "H", "H", "H", "H", "H", "H", "C", "C", "O", "H", "H", "H", "H", "H", "H", "C", "C", "O", "H", "H", "H", "H", "H", "H", "C", "C", "O", "H", "H", "H", "H", "H", "H"],
  "coordinates": [[11.154, -21.212, -1.431], [12.740, -21.369, -1.756], [12.889, -20.689, -3.061], [10.671, -21.775, -2.230], [10.792, -20.194, -1.567], [10.878, -21.585, -0.444], [13.050, -22.414, -1.732], [13.350, -20.871, -1.002], [13.829, -20.841, -3.181], [15.704, -20.184, -5.777], [14.883, -21.471, -5.913], [14.832, -22.211, -4.711], [15.630, -19.700, -6.751], [16.734, -20.318, -5.447], [15.255, -19.551, -5.012], [15.334, -22.068, -6.707], [13.822, -21.318, -6.111], [14.088, -22.816, -4.754], [11.240, -25.042, -3.607], [12.747, -25.274, -3.530], [13.474, -24.693, -4.540], [10.611, -25.381, -2.784], [10.804, -25.513, -4.488], [11.033, -23.976, -3.698], [12.823, -26.356, -3.420], [13.124, -24.793, -2.627], [14.401, -24.712, -4.291], [18.171, -16.948, -6.352], [18.739, -16.642, -4.975], [19.710, -15.608, -5.194], [18.939, -17.360, -7.006], [17.735, -16.081, -6.848], [17.313, -17.587, -6.140], [19.328, -17.491, -4.628], [17.918, -16.494, -4.273], [20.395, -15.753, -4.537]],
  "orbital_gap_ev": 10.8,
  "smiles": "CCO.CCO.CCO.CCO"
}

---

Version two
{
  "formula": "C8H24O4",
  "method": "ωB97M-V/def2-TZVPD",
  "elements": ["C", "C", "C", "O", "H", "H", "H", "H", "H", "H", "H", "H", "C", "C", "C", "O", "H", "H", "H", "H", "H", "H", "H", "H", "C", "O", "H", "H", "H", "H", "C", "O", "H", "H", "H", "H"],
  "coordinates": [[5.453, 0.302, 7.687], [6.593, 0.777, 8.556], [7.892, 0.001, 8.314], [6.871, 2.166, 8.308], [4.574, 0.934, 7.653], [5.141, -0.674, 8.094], [5.840, -0.043, 6.721], [6.276, 0.695, 9.598], [8.017, -0.266, 7.264], [7.870, -0.977, 8.812], [8.732, 0.554, 8.722], [7.060, 2.262, 7.367], [9.710, -1.757, 0.355], [11.082, -1.984, 0.944], [11.065, -2.823, 2.231], [11.992, -2.605, 0.023], [9.116, -1.113, 1.014], [9.096, -2.647, 0.218], [9.767, -1.200, -0.582], [11.519, -1.025, 1.248], [12.059, -3.133, 2.560], [10.566, -3.801, 2.217], [10.564, -2.345, 3.076], [12.646, -1.936, -0.188], [8.447, -0.986, 4.366], [9.121, 0.099, 4.955], [8.536, -1.934, 4.898], [7.369, -0.774, 4.439], [8.655, -1.191, 3.315], [9.217, 0.831, 4.341], [8.327, 2.921, 1.957], [8.054, 2.954, 3.345], [8.551, 1.907, 1.595], [7.450, 3.220, 1.380], [9.228, 3.461, 1.655], [8.658, 3.593, 3.732]],
  "orbital_gap_ev": 10.3,
  "smiles": "CC(C)O.CC(C)O.CO.CO"
}

---

Version three
{
  "formula": "C8H24O4",
  "method": "ωB97M-V/def2-TZVPD",
  "elements": ["C", "C", "C", "O", "H", "H", "H", "H", "H", "H", "H", "H", "C", "C", "O", "H", "H", "H", "H", "H", "H", "C", "C", "O", "H", "H", "H", "H", "H", "H", "C", "O", "H", "H", "H", "H"],
  "coordinates": [[25.702, -23.878, -0.667], [25.094, -25.225, -0.974], [25.274, -26.242, 0.139], [23.700, -25.077, -1.271], [25.297, -23.491, 0.273], [25.514, -23.196, -1.494], [26.784, -23.951, -0.536], [25.524, -25.596, -1.907], [26.319, -26.352, 0.448], [25.037, -27.229, -0.264], [24.656, -25.969, 0.992], [23.301, -24.567, -0.558], [30.937, -26.656, 5.492], [30.561, -28.082, 5.850], [29.187, -28.303, 5.552], [31.712, -26.289, 6.161], [30.061, -26.012, 5.509], [31.352, -26.639, 4.484], [30.828, -28.369, 6.873], [31.188, -28.760, 5.247], [28.931, -29.151, 5.925], [32.358, -27.906, 0.804], [31.039, -28.369, 1.337], [29.989, -27.709, 0.693], [33.157, -28.316, 1.425], [32.423, -26.818, 0.834], [32.485, -28.222, -0.231], [31.015, -28.279, 2.439], [30.953, -29.469, 1.233], [29.200, -27.796, 1.246], [27.049, -28.700, 2.989], [28.295, -28.006, 2.855], [26.486, -28.527, 2.077], [27.256, -29.758, 3.160], [26.478, -28.290, 3.825], [28.668, -27.883, 3.739]],
  "orbital_gap_ev": 9.9,
  "smiles": "CC(C)O.CCO.CCO.CO"
}

---

Most stable: version three